Molecular formula: C102H85F17
Method: DFT, ωB97M-V/def2-TZVPD

Last column: Mulliken charge in e.
CARTESIAN COORDINATES (ANGSTROEM)
F  -2.372  4.520  6.884  -0.362
C  -2.382  3.294  6.305  0.096
C  -1.523  2.998  5.327  -0.379
C  -1.499  1.789  4.666  0.909
C  -2.381  0.792  5.079  -0.164
C  -3.273  0.978  6.143  -0.942
C  -3.311  2.253  6.763  -0.923
H  -0.832  3.732  4.941  0.356
H  -0.862  1.679  3.801  -0.090
H  -2.245  -0.139  4.549  0.415
H  -3.910  0.160  6.448  0.526
H  -3.963  2.451  7.600  0.441
F  -3.597  -3.892  3.280  -0.462
C  -2.650  -3.492  4.157  0.362
C  -3.033  -3.205  5.493  -0.450
C  -2.149  -2.606  6.343  -0.678
C  -0.847  -2.281  5.848  -0.248
C  -0.394  -2.631  4.587  0.401
C  -1.337  -3.272  3.741  -0.696
H  -4.038  -3.387  5.845  0.482
H  -2.602  -2.277  7.267  0.444
H  -0.121  -1.781  6.472  0.231
H  0.564  -2.330  4.189  0.151
H  -0.984  -3.538  2.755  0.435
F  4.172  4.359  -2.329  -0.422
C  2.778  4.479  -2.308  -0.389
C  2.210  5.362  -1.372  -0.491
C  0.810  5.465  -1.274  -0.924
C  0.004  4.642  -2.045  -0.179
C  0.552  3.678  -2.886  -0.557
C  1.921  3.584  -3.011  0.428
H  2.817  5.927  -0.681  0.546
H  0.323  6.179  -0.626  0.479
H  -1.044  4.762  -1.815  0.561
H  0.035  3.060  -3.605  0.300
H  2.421  2.943  -3.722  0.532
F  -0.458  5.452  3.034  -0.343
C  -1.534  5.008  2.391  -0.486
C  -2.797  5.566  2.577  -0.635
C  -3.848  5.128  1.808  -0.736
C  -3.675  4.153  0.822  -0.793
C  -2.447  3.564  0.620  0.007
C  -1.383  3.974  1.406  0.450
H  -3.009  6.406  3.221  0.476
H  -4.807  5.623  1.837  0.463
H  -4.512  3.850  0.212  0.635
H  -2.410  2.726  -0.060  0.326
H  -0.395  3.568  1.243  0.941
F  -1.295  -9.911  7.344  -0.312
C  -1.118  -8.828  6.625  0.110
C  -1.135  -7.585  7.258  -0.414
C  -0.890  -6.465  6.459  -0.389
C  -0.691  -6.586  5.064  0.092
C  -0.590  -7.839  4.447  -0.677
C  -0.774  -8.910  5.290  -0.303
H  -1.274  -7.510  8.327  0.431
H  -1.028  -5.480  6.879  0.311
H  -0.520  -5.769  4.377  0.448
H  -0.399  -8.017  3.399  0.396
H  -0.779  -9.905  4.869  0.338
F  1.723  -0.793  5.491  0.265
C  2.275  -0.007  6.474  0.105
C  1.473  0.943  7.083  0.167
C  1.954  1.742  8.083  -0.745
C  3.278  1.566  8.482  -0.384
C  4.063  0.572  7.982  -0.650
C  3.546  -0.223  6.993  -0.627
H  0.478  1.077  6.685  0.408
H  1.422  2.568  8.530  0.432
H  3.785  2.213  9.183  0.355
H  5.104  0.499  8.259  0.380
H  4.069  -1.056  6.545  0.426
F  -3.061  -6.380  -1.375  -0.346
C  -1.881  -5.794  -1.084  0.057
C  -1.253  -4.870  -1.956  -0.713
C  -0.005  -4.341  -1.588  0.045
C  0.679  -4.831  -0.502  -0.573
C  0.133  -5.792  0.345  -0.197
C  -1.188  -6.231  0.053  -0.487
H  -1.797  -4.621  -2.855  0.473
H  0.456  -3.612  -2.238  0.641
H  1.679  -4.499  -0.265  0.086
H  0.642  -6.145  1.229  0.485
H  -1.674  -6.920  0.728  0.461
F  0.814  2.677  -6.964  -0.274
C  1.402  3.907  -6.838  0.275
C  0.885  5.104  -7.407  -0.373
C  1.599  6.297  -7.327  -0.574
C  2.820  6.380  -6.682  -0.647
C  3.344  5.211  -6.111  -0.375
C  2.658  3.965  -6.214  0.318
H  -0.084  4.938  -7.853  0.391
H  1.160  7.162  -7.801  0.384
H  3.388  7.298  -6.654  0.414
H  4.283  5.185  -5.576  0.439
H  3.053  3.061  -5.773  0.041
F  2.842  -4.648  3.625  -0.317
C  3.465  -3.899  2.720  -0.079
C  3.649  -2.558  2.915  -0.402
C  4.341  -1.819  1.988  -0.339
C  4.764  -2.351  0.764  -0.506
C  4.498  -3.679  0.513  -0.515
C  3.807  -4.473  1.496  -0.449
H  3.223  -2.166  3.827  0.732
H  4.496  -0.752  2.034  0.531
H  5.287  -1.757  0.029  0.364
H  4.753  -4.004  -0.485  0.447
H  3.544  -5.514  1.379  0.487
F  2.019  -2.164  -1.146  -0.395
C  1.252  -1.181  -0.557  1.396
C  1.313  0.101  -1.119  -1.051
C  0.590  1.090  -0.437  1.261
C  -0.221  0.794  0.687  1.054
C  -0.274  -0.527  1.153  0.193
C  0.471  -1.525  0.546  0.234
H  2.016  0.250  -1.926  -0.031
H  0.746  2.105  -0.771  -0.717
H  -0.701  1.627  1.178  -1.632
H  -0.830  -0.641  2.072  -0.553
H  0.349  -2.554  0.851  -0.033
F  -3.535  4.788  -3.287  -0.158
C  -3.498  4.756  -4.651  -0.466
C  -2.625  3.876  -5.254  1.036
C  -2.398  3.869  -6.638  -0.663
C  -3.161  4.693  -7.464  -0.885
C  -4.049  5.579  -6.863  -0.523
C  -4.179  5.580  -5.467  -0.417
H  -2.052  3.189  -4.648  -0.076
H  -1.582  3.307  -7.067  0.833
H  -3.043  4.723  -8.537  0.441
H  -4.690  6.265  -7.397  0.372
H  -4.873  6.319  -5.094  0.420
F  3.458  0.665  -5.863  -0.492
C  4.101  0.458  -4.670  0.480
C  4.120  -0.840  -4.204  0.215
C  4.637  -1.056  -2.921  0.067
C  5.277  -0.078  -2.236  -0.896
C  5.359  1.203  -2.816  -0.150
C  4.810  1.480  -4.055  -1.091
H  3.639  -1.665  -4.708  0.302
H  4.568  -2.076  -2.572  0.441
H  5.598  -0.217  -1.214  0.308
H  5.762  2.045  -2.273  0.416
H  4.714  2.439  -4.542  0.522
F  -2.116  1.925  -2.696  0.256
C  -2.863  0.944  -2.206  -0.613
C  -4.201  1.093  -2.050  -0.532
C  -4.925  0.150  -1.351  -0.861
C  -4.223  -0.981  -0.988  -0.533
C  -2.885  -1.226  -1.270  -1.258
C  -2.132  -0.207  -1.853  0.761
H  -4.656  2.005  -2.407  0.544
H  -5.980  0.341  -1.224  0.439
H  -4.749  -1.719  -0.401  0.547
H  -2.379  -2.092  -0.870  0.587
H  -1.080  -0.304  -2.078  0.845
F  3.862  5.212  1.468  -0.435
C  3.232  4.101  1.976  -0.213
C  2.578  4.125  3.206  -0.625
C  1.966  3.016  3.702  -0.918
C  2.119  1.811  2.971  -0.545
C  2.783  1.758  1.753  -0.306
C  3.295  2.923  1.208  -0.576
H  2.462  5.022  3.796  0.430
H  1.471  3.055  4.661  0.611
H  1.589  0.958  3.370  0.881
H  2.867  0.826  1.213  0.930
H  3.757  2.836  0.235  0.719
F  -0.872  -3.827  -5.053  -0.432
C  -1.039  -2.533  -5.280  0.065
C  0.099  -1.754  -5.359  -0.102
C  -0.079  -0.392  -5.523  -0.768
C  -1.351  0.164  -5.590  -0.191
C  -2.499  -0.677  -5.590  -0.378
C  -2.330  -2.056  -5.436  -0.644
H  1.061  -2.238  -5.272  0.349
H  0.785  0.255  -5.571  0.720
H  -1.422  1.232  -5.733  0.416
H  -3.505  -0.294  -5.676  0.423
H  -3.077  -2.835  -5.445  0.491
F  5.609  -3.401  -7.519  -0.342
C  4.698  -3.953  -6.644  0.635
C  5.058  -4.191  -5.325  -0.745
C  4.084  -4.675  -4.472  -0.126
C  2.766  -4.847  -4.877  -0.811
C  2.445  -4.471  -6.145  -0.064
C  3.404  -4.145  -7.049  -0.714
H  6.008  -3.873  -4.922  0.421
H  4.261  -4.723  -3.408  0.397
H  2.048  -5.159  -4.133  0.510
H  1.408  -4.465  -6.446  0.481
H  3.158  -3.795  -8.040  0.377
F  -3.194  -0.947  2.380  0.145
C  -4.475  -0.492  2.294  0.305
C  -4.694  0.908  2.191  0.153
C  -5.987  1.315  2.065  -0.699
C  -7.070  0.394  2.020  -0.859
C  -6.838  -0.986  2.146  -0.532
C  -5.538  -1.400  2.262  -0.824
H  -3.845  1.554  2.362  0.525
H  -6.262  2.360  2.062  0.500
H  -8.087  0.758  2.007  0.405
H  -7.648  -1.695  2.062  0.424
H  -5.343  -2.462  2.263  0.480

Output
Multiplicity = 1
Energy above the lowest of the compared OMol25 structures with the same formula, charge and spin = 0.0 kcal per mole
Lowest unoccupied orbital energy = 0.59 eV


Molecular formula: C10H10BCsNO4
Method: DFT, ωB97M-V/def2-TZVPD

Last column: Mulliken charge in e.
CARTESIAN COORDINATES (ANGSTROEM)
C  0.703  2.862  2.068  -0.038
C  0.980  2.148  1.108  -1.132
C  0.839  0.997  0.034  1.006
C  -0.010  1.145  -1.054  0.189
C  -0.844  2.453  -1.332  -0.616
O  -2.252  2.185  -1.315  -0.357
C  -2.729  1.919  0.023  -0.558
C  -0.123  -0.094  -2.052  0.160
O  -0.296  0.027  -3.245  -0.460
C  -0.036  -1.515  -1.335  -0.393
C  0.813  -1.679  -0.238  0.213
B  0.921  -3.090  0.557  0.305
N  -0.307  -3.933  0.568  -0.497
O  2.152  -3.450  1.191  -0.531
C  1.640  -0.388  0.169  0.732
O  2.831  -0.432  0.594  -1.026
H  0.330  3.513  2.907  0.383
H  -0.566  2.794  -2.385  0.294
H  -0.568  3.310  -0.644  0.353
H  -3.409  1.006  -0.039  0.241
H  -3.385  2.775  0.367  0.269
H  -1.913  1.781  0.794  0.221
H  -0.666  -2.397  -1.652  0.471
H  -0.051  -4.925  0.688  0.248
H  -0.852  -3.623  1.390  0.235
H  2.798  -3.703  0.497  0.327
Cs  3.999  0.315  2.337  0.961

Output
Multiplicity = 1
Charge = +1
Lowest unoccupied orbital energy = -4.64 eV


Molecular formula: C10H10BrOP
Method: DFT, ωB97M-V/def2-TZVPD

Last column: Mulliken charge in e.
CARTESIAN COORDINATES (ANGSTROEM)
C  3.171  -1.568  0.045  -0.282
C  1.908  -2.130  0.093  -0.745
C  3.306  -0.213  -0.069  -0.312
C  0.827  -1.352  0.229  -0.084
C  2.208  0.593  -0.115  -0.394
C  1.005  -0.001  -0.011  0.184
C  -2.583  1.217  1.117  -0.373
C  -1.285  1.303  1.350  -0.435
C  -1.867  0.321  -1.144  -1.094
C  -3.056  0.764  -0.266  0.027
O  -0.016  2.466  -0.825  -0.773
P  -0.400  1.188  -0.226  0.865
Br  -4.141  -0.793  -0.267  -0.129
H  4.093  -2.248  0.223  0.262
H  1.736  -3.203  0.132  0.349
H  4.388  0.260  -0.119  0.221
H  -0.077  -1.931  0.331  0.387
H  2.285  1.652  -0.427  0.379
H  -3.500  1.219  1.686  0.390
H  -0.896  1.230  2.385  0.363
H  -1.564  -0.698  -1.017  0.362
H  -1.981  0.478  -2.226  0.437
H  -3.562  1.446  -0.880  0.394

Output
SMILES = O=[P@@]1(c2ccccc2)C=C[C@H](Br)C1
Multiplicity = 1
Energy above the lowest of the compared OMol25 structures with the same formula, charge and spin = 0.0 kcal per mole
Lowest unoccupied orbital energy = 0.43 eV


Molecular formula: C10H10Cl2Si
Method: DFT, ωB97M-V/def2-TZVPD

Last column: Mulliken charge in e.
CARTESIAN COORDINATES (ANGSTROEM)
C  -0.208  1.589  -2.589  -0.445
C  -0.044  0.237  -2.760  -0.891
C  0.137  2.171  -1.372  -0.705
C  0.259  -0.600  -1.662  -0.537
C  0.526  1.360  -0.295  0.569
C  0.688  -0.076  -0.452  -0.103
C  0.892  1.556  1.173  -0.710
C  1.457  0.434  1.675  -1.111
C  1.186  -0.722  0.798  0.401
C  -2.070  -0.992  1.473  -0.920
Si  -0.350  -1.903  1.464  0.720
Cl  0.399  -2.441  3.280  -0.286
Cl  -0.480  -3.464  0.240  -0.253
H  -0.484  2.263  -3.338  0.431
H  -0.177  -0.249  -3.626  0.500
H  0.066  3.190  -1.317  0.502
H  0.382  -1.601  -1.832  0.445
H  0.784  2.502  1.570  0.578
H  1.856  0.378  2.604  0.570
H  2.069  -1.365  0.425  0.339
H  -2.778  -1.737  1.713  0.347
H  -2.046  -0.136  2.248  0.262
H  -2.063  -0.395  0.581  0.299

Output
SMILES = C[Si](Cl)(Cl)[C@@H]1C=Cc2ccccc21
Multiplicity = 1
Energy above the lowest of the compared OMol25 structures with the same formula, charge and spin = 0.0 kcal per mole
Lowest unoccupied orbital energy = 0.65 eV


Molecular formula: C10H10ClNO2S
Method: DFT, ωB97M-V/def2-TZVPD

Last column: Mulliken charge in e.
CARTESIAN COORDINATES (ANGSTROEM)
C  3.640  -0.125  -0.033  -0.240
C  3.238  0.610  1.080  -0.752
C  2.761  -0.389  -1.094  -0.703
C  1.916  1.113  1.109  0.062
C  1.388  0.007  -1.059  0.936
C  0.957  0.741  0.129  -0.254
C  0.376  -0.266  -1.990  -0.645
C  -0.893  0.151  -1.751  -0.089
C  -1.315  0.642  -0.579  -0.284
C  -3.500  -0.353  1.037  -0.920
N  -0.361  0.934  0.300  0.070
O  -3.977  0.935  -1.130  -0.633
O  -3.033  2.265  0.678  -0.614
S  -3.027  1.028  -0.057  1.198
Cl  1.932  3.023  -0.291  -0.453
H  4.623  -0.717  0.056  0.290
H  3.915  0.979  1.769  0.435
H  3.119  -0.866  -1.997  0.371
H  1.530  1.701  2.013  0.258
H  0.467  -0.790  -2.995  0.311
H  -1.586  -0.071  -2.515  0.475
H  -4.557  -0.041  1.117  0.332
H  -3.139  -1.337  0.707  0.356
H  -3.115  -0.272  2.156  0.318
H  -0.680  1.406  1.074  0.177

Output
Multiplicity = 1
Energy above the lowest of the compared OMol25 structures with the same formula, charge and spin = 31.8 kcal per mole
Lowest unoccupied orbital energy (alpha / beta) = -1.38 / -1.38 eV


Molecular formula: C10H10F3N3O3
Method: DFT, ωB97M-V/def2-TZVPD

Last column: Mulliken charge in e.
CARTESIAN COORDINATES (ANGSTROEM)
O  0.236  2.723  1.309  -0.628
O  -0.387  1.424  -3.220  -0.605
F  -0.333  -1.678  4.577  -0.307
F  3.502  -1.664  1.833  -0.286
F  2.107  0.103  0.031  -0.274
O  2.307  -2.529  4.166  -0.359
C  0.112  1.570  0.826  0.134
C  -0.851  2.447  -2.741  0.524
C  -0.218  -0.145  2.764  -0.850
C  0.411  -1.195  3.522  0.247
C  2.282  -1.178  2.066  0.694
C  1.680  -0.294  1.253  0.531
C  1.695  -1.632  3.231  -0.149
C  0.514  0.324  1.611  0.390
N  -2.425  3.076  -4.702  -0.588
N  -1.828  3.293  -3.352  -0.083
N  -0.055  1.522  -0.534  -0.125
C  3.689  -2.715  4.242  -0.651
C  -0.460  2.731  -1.299  -0.511
H  -1.169  0.204  3.034  0.541
H  -2.616  3.963  -5.191  0.238
H  -1.855  2.421  -5.278  0.265
H  -2.418  3.801  -2.624  0.276
H  -0.054  0.603  -0.942  0.259
H  3.963  -3.235  5.286  0.211
H  4.310  -1.832  4.289  0.320
H  4.018  -3.383  3.372  0.263
H  -1.222  3.304  -0.784  0.272
H  0.408  3.317  -1.400  0.252

Output
SMILES = COc1c(F)cc(C(=O)NCC(=O)NN)c(F)c1F
Multiplicity = 1
Lowest unoccupied orbital energy = 0.60 eV


> Which formula does entry 6 have?

C10H10F3N3O3